(1)
The following is a DFT calculation (the ωB97M-V functional and the def2-TZVPD basis) of a structure of composition C18H33MnN5O3PS at a distorted geometry.

```
62
C18H33MnN5O3PS, DFT the ωB97M-V functional and the def2-TZVPD basis
Mn -0.3380 -0.3957 0.6551
N 2.1567 0.6780 1.5457
C 2.8866 -0.4654 2.0855
C 2.6228 -1.6431 1.2323
N 1.1876 -2.0559 1.1904
C 0.8316 -2.6456 2.4987
C -0.1963 -1.7781 3.2610
N -1.3520 -1.6123 2.3745
C 1.1603 -3.0547 0.1135
C -0.3180 -3.3586 -0.2807
N -0.9943 -2.1435 -0.6094
H 2.5593 1.0150 0.6695
H 2.0935 1.4098 2.2277
H 2.5232 -0.5823 3.0893
H 3.9858 -0.3432 2.1185
H 3.2833 -2.4853 1.5768
H 2.9617 -1.4092 0.2361
H 1.6832 -2.8524 3.1193
H 0.3548 -3.6190 2.2508
H 0.1817 -0.8161 3.5360
H -0.4790 -2.2947 4.1486
H -2.0371 -0.9119 2.7009
H -1.8328 -2.4828 2.1697
H 1.7057 -3.9733 0.3965
H 1.7162 -2.6660 -0.7980
H -0.8454 -3.8340 0.5221
H -0.3367 -4.0524 -1.1034
H -2.0074 -2.2511 -0.5171
H -0.8347 -1.8611 -1.5340
S -2.8737 3.1795 2.3494
C -1.8048 2.8044 3.6498
C -0.8893 1.8410 3.2933
C -1.1067 1.2867 1.9624
C -2.1304 1.9827 1.3504
C -2.6582 1.8473 -0.0181
C -3.4972 2.7893 -0.5589
C -3.9065 2.6290 -1.8775
C -3.4495 1.5661 -2.6143
C -2.6012 0.6570 -1.9478
N -2.1833 0.7739 -0.7089
H -1.9938 3.3029 4.6227
H -0.1284 1.4877 3.9904
H -3.8539 3.6373 0.0392
H -4.5821 3.4106 -2.2922
H -3.7057 1.3962 -3.6454
H -2.2605 -0.2133 -2.4942
C 0.0191 2.9964 -1.5823
O 0.4354 1.8486 -2.3575
P 0.9062 0.4371 -1.6430
O 0.4857 -0.5750 -2.8237
C 0.6645 -0.3524 -4.2888
O 2.5420 0.5274 -1.6292
C 3.4171 1.0106 -2.6675
H 0.7727 3.7309 -1.6177
H -0.1283 2.6848 -0.5510
H -0.8864 3.3257 -2.0439
H 0.0651 -1.1249 -4.7137
H 1.6892 -0.5264 -4.5795
H 0.3720 0.6715 -4.5362
H 2.9665 1.8880 -3.1907
H 3.5633 0.2980 -3.4880
H 4.4187 1.2662 -2.2634
```

* Kohn-Sham gap (spin up / spin down): 7.98 / 8.16 eV
* max |F|: 2.10 eV Å⁻¹
* molecular weight: 485.5 Da
* charge: +1
* spin multiplicity: 6
* HOMO level (spin up / spin down): -10.0 / -10.2 eV

Atomic partial charges in e from the natural (NBO) method, atoms 1 to 5: number 1, Mn, carries 1.18; number 2, N, carries -0.84; number 3, C, carries -0.23; number 4, C, carries -0.22; number 5, N, carries -0.51

---

(2)
The following is a DFT calculation (the ωB97M-V functional and the def2-TZVPD basis) of the molecule C5H10O.

```
16
C5H10O, DFT the ωB97M-V functional and the def2-TZVPD basis
C -2.0059 -0.1434 0.6949
C -0.7418 0.2762 -0.0417
O -0.9545 1.6114 -0.4813
C 0.4862 0.1687 0.8370
C 1.3259 -1.0758 0.8307
C 1.8655 0.1976 0.2423
H -2.0529 0.3213 1.6857
H -2.0405 -1.2295 0.8239
H -2.8863 0.1749 0.1276
H -0.5987 -0.3784 -0.9186
H -0.2498 1.8264 -1.1043
H 0.3776 0.6694 1.7976
H 1.7367 -1.4300 1.7716
H 1.0569 -1.8683 0.1359
H 1.9655 0.2501 -0.8401
H 2.6405 0.7314 0.7851
```

* Kohn-Sham gap: 11.17 eV
* max |F|: 0.32 eV Å⁻¹
* molecular weight: 86.1 Da
* charge: 0
* spin multiplicity: 1
* ΔE to the lowest compared entry with this formula, charge and spin: 22.5 kcal per mole
* HOMO level: -10.1 eV
* SMILES: C[C@@H](O)C1CC1

Atomic partial charges in e from the natural (NBO) method, atoms 1 to 5: number 1, C, carries -0.62; number 2, C, carries 0.10; number 3, O, carries -0.72; number 4, C, carries -0.25; number 5, C, carries -0.42

---

(3)
The following is a DFT calculation (the ωB97M-V functional and the def2-TZVPD basis) of a structure of composition C5H15N3 at a distorted geometry.

```
23
C5H15N3, DFT the ωB97M-V functional and the def2-TZVPD basis
C -0.2227 -0.2837 0.4794
C 0.3499 0.3101 -0.6698
C 2.0795 0.4076 0.4060
C -2.9731 -0.3187 -0.5616
C 2.8209 -0.9054 0.4507
N -1.6696 -0.7241 -1.0256
N -0.7974 0.4344 1.4947
N -0.0156 1.6096 -1.0302
H -1.5824 -1.7370 -0.9438
H 0.0659 -1.2980 0.7270
H 0.7453 -0.3538 -1.4273
H -0.9139 1.4273 1.3658
H -0.6118 0.1284 2.4350
H -1.0086 1.7787 -0.9195
H 0.2526 1.8284 -1.9792
H 1.9289 0.8743 1.3777
H 2.5298 1.1373 -0.2640
H -3.0927 0.7628 -0.7143
H -3.8015 -0.8059 -1.0980
H -3.1475 -0.4956 0.5205
H 2.4082 -1.5795 1.2051
H 3.8833 -0.7749 0.6850
H 2.7726 -1.4220 -0.5135
```

* Kohn-Sham gap: 7.63 eV
* max |F|: 4.89 eV Å⁻¹
* molecular weight: 117.2 Da
* charge: 0
* spin multiplicity: 1
* ΔE to the lowest compared entry with this formula, charge and spin: 108.1 kcal per mole
* HOMO level: -6.7 eV

Atomic partial charges in e from the natural (NBO) method, atoms 1 to 5: number 1, C, carries 0.17; number 2, C, carries 0.06; number 3, C, carries -0.46; number 4, C, carries -0.43; number 5, C, carries -0.65

---

(4)
The following is a DFT calculation (the ωB97M-V functional and the def2-TZVPD basis) of a cluster of 3 separate species, C4H10N2 in total at a distorted geometry.

```
16
C4H10N2, DFT the ωB97M-V functional and the def2-TZVPD basis
C -2.4859 0.6701 -0.4478
C 2.6882 0.2830 -0.5159
C 0.4325 -1.4427 0.6491
N -1.6522 0.4949 0.7217
C 0.5076 -0.0510 0.2197
N 0.4855 1.0750 -0.1018
H -1.5885 1.3886 1.2106
H -2.2209 1.5236 -1.0887
H -3.5400 0.8145 -0.1545
H -2.4577 -0.2333 -1.0656
H 2.6359 -0.4520 -1.3086
H 2.8707 1.3021 -0.8215
H 3.1427 -0.0246 0.4171
H -0.4145 -1.9121 0.1503
H 0.2410 -1.4653 1.7213
H 1.3557 -1.9708 0.4147
```

* Kohn-Sham gap (spin up / spin down): 9.74 / 7.79 eV
* max |F|: 1.89 eV Å⁻¹
* molecular weight: 86.1 Da
* charge: 0
* spin multiplicity: 1
* ΔE to the lowest compared entry with this formula, charge and spin: 132.1 kcal per mole
* HOMO level (spin up / spin down): -8.8 / -7.3 eV

Atomic partial charges in e from the natural (NBO) method, atoms 1 to 5: number 1, C, carries -0.48; number 2, C, carries -0.58; number 3, C, carries -0.72; number 4, N, carries -0.50; number 5, C, carries 0.40